# 1
Here is a structure of composition C48H78GeN8O3P3PbS at a distorted geometry from OMol25. Energies are from ωB97M-V with the def2-TZVPD basis set.

Properties
* E: -169556.5797 eV
* ⟨S²⟩: 0.78
* HOMO level (alpha / beta): -0.44588 / -0.44582 Eh
* frontier orbital gap (alpha / beta): 5.7185 / 4.0192 eV

ORCA input file:
```
! RIJCOSX wB97M-V def2-TZVPD def2/J DEFGRID3
* xyz 2 2
Pb 0.196 1.381 -0.996
C -3.549 3.847 1.478
C -2.177 3.241 1.797
C -1.635 3.778 3.125
P -2.210 1.389 1.547
C -0.624 1.022 2.468
N -0.154 -0.350 2.433
Ge 0.226 -1.412 0.804
N 2.116 -1.435 1.154
C 2.941 -1.094 -0.004
P 2.194 -1.988 -1.460
C 3.119 -1.403 -2.966
C 4.587 -1.035 -2.736
C 2.930 -2.303 -4.192
C 2.649 -3.765 -1.101
C 1.682 -4.718 -1.811
C 4.106 -4.127 -1.379
C 2.479 -2.561 1.901
C 3.819 -2.816 2.226
C 4.166 -3.907 2.993
C 3.182 -4.758 3.486
C 1.857 -4.493 3.212
C 1.501 -3.416 2.408
N 0.104 -3.053 2.099
C -0.426 -2.540 3.361
C -0.832 -3.342 4.405
C -1.120 -2.788 5.645
C -0.942 -1.418 5.861
C -0.598 -0.599 4.818
C -0.400 -1.131 3.519
C -0.731 -4.046 1.412
C -0.957 -5.335 1.880
C -1.814 -6.194 1.222
C -2.434 -5.772 0.055
C -2.199 -4.501 -0.430
C -1.367 -3.604 0.249
N -1.096 -2.341 -0.289
C -2.209 -1.661 -0.974
P -1.675 -0.675 -2.455
C -1.273 -1.913 -3.800
C -0.228 -2.906 -3.292
C -2.447 -2.689 -4.400
C -3.348 -0.127 -3.107
C -3.164 0.608 -4.437
C -4.210 0.705 -2.158
C -3.622 0.761 2.606
C -3.773 1.305 4.027
C -3.644 -0.776 2.643
H -3.444 4.915 1.288
H -4.236 3.729 2.317
H -4.008 3.389 0.606
H -1.470 3.558 1.022
H -2.157 3.377 3.990
H -1.781 4.860 3.144
H -0.570 3.570 3.243
H -0.766 1.342 3.494
H 0.121 1.671 1.992
H 3.971 -1.407 0.138
H 2.907 -0.028 -0.221
H 2.599 -0.476 -3.168
H 5.218 -1.908 -2.580
H 4.703 -0.345 -1.902
H 4.948 -0.518 -3.627
H 3.388 -3.283 -4.071
H 3.403 -1.825 -5.051
H 1.876 -2.443 -4.429
H 2.481 -3.872 -0.029
H 1.740 -4.612 -2.895
H 0.653 -4.537 -1.493
H 1.935 -5.751 -1.564
H 4.328 -4.121 -2.444
H 4.297 -5.140 -1.017
H 4.803 -3.458 -0.874
H 4.583 -2.123 1.908
H 5.209 -4.085 3.218
H 3.443 -5.605 4.104
H 1.114 -5.138 3.651
H -0.937 -4.407 4.277
H -1.441 -3.430 6.453
H -1.084 -0.996 6.847
H -0.442 0.451 5.007
H -0.458 -5.712 2.757
H -1.986 -7.187 1.612
H -3.097 -6.432 -0.489
H -2.644 -4.209 -1.371
H -2.658 -0.909 -0.330
H -2.998 -2.369 -1.230
H -0.813 -1.298 -4.580
H -0.700 -3.679 -2.684
H 0.526 -2.414 -2.678
H 0.262 -3.397 -4.133
H -3.032 -3.201 -3.631
H -2.048 -3.455 -5.067
H -3.120 -2.071 -4.989
H -3.882 -1.061 -3.294
H -2.561 1.514 -4.329
H -4.138 0.898 -4.834
H -2.670 -0.011 -5.183
H -4.021 1.774 -2.272
H -4.067 0.447 -1.113
H -5.264 0.543 -2.393
H -4.488 1.094 2.023
H -2.871 1.146 4.622
H -4.585 0.769 4.523
H -4.031 2.360 4.042
H -3.078 -1.143 3.497
H -3.231 -1.231 1.738
H -4.668 -1.133 2.753
N -1.439 2.981 -1.944
C -0.827 3.875 -2.934
C 0.494 3.364 -3.494
O 0.992 3.978 -4.423
N 1.016 2.269 -2.897
C 2.379 1.924 -3.203
C 3.213 1.901 -1.865
O 4.311 2.421 -1.862
O 2.597 1.281 -0.925
H -2.062 2.330 -2.412
H -1.999 3.505 -1.282
H -0.605 4.837 -2.471
H -1.491 4.073 -3.777
H 2.849 2.618 -3.891
H 2.471 0.888 -3.551
C 1.020 7.601 2.600
C -0.098 7.233 1.631
N -0.167 5.783 1.416
C 0.636 5.058 0.622
S 0.769 3.370 0.945
N 1.283 5.642 -0.374
C 2.411 5.053 -1.113
C 3.743 5.518 -0.547
H 1.082 8.681 2.723
H 1.983 7.235 2.240
H 0.831 7.161 3.580
H 0.023 7.746 0.677
H -1.065 7.530 2.032
H -0.526 5.257 2.198
H 1.236 6.651 -0.419
H 2.315 5.344 -2.159
H 2.331 3.975 -1.040
H 3.810 6.608 -0.536
H 4.549 5.125 -1.163
H 3.875 5.148 0.470
*
```

=====

# 2
Here is a cluster of 9 separate species, C48H80Cl3N8O3 in total at a distorted geometry from OMol25. Energies are from ωB97M-V with the def2-TZVPD basis set.

Properties
* E: -106693.2648 eV
* ⟨S²⟩: 3.77
* HOMO level (alpha / beta): -0.29410 / -0.29410 Eh
* frontier orbital gap (alpha / beta): 8.1368 / 7.6924 eV

ORCA input file:
```
! RIJCOSX wB97M-V def2-TZVPD def2/J DEFGRID3
* xyz 0 4
C 0.757 1.759 0.472
Cl -0.316 0.336 0.816
Cl 2.537 1.450 0.590
Cl 0.265 3.154 1.497
H 0.711 2.104 -0.561
C -6.499 2.724 -4.648
C -5.764 1.535 -5.345
C -6.110 1.638 -6.877
C -5.459 0.694 -7.799
C -3.937 0.753 -7.689
C -3.441 0.667 -6.194
N -4.270 1.477 -5.199
O -3.698 1.894 -3.994
C -3.447 -0.827 -5.830
C -2.005 1.129 -6.260
C -6.305 0.212 -4.716
H -6.198 3.647 -5.143
H -6.072 2.866 -3.655
H -7.581 2.702 -4.517
H -7.195 1.678 -6.973
H -5.728 2.622 -7.148
H -5.767 1.001 -8.798
H -5.820 -0.330 -7.696
H -3.597 1.710 -8.083
H -3.471 -0.006 -8.318
H -4.341 -1.310 -6.225
H -2.545 -1.314 -6.201
H -3.320 -1.062 -4.773
H -1.950 2.195 -6.478
H -1.446 0.965 -5.339
H -1.472 0.529 -6.998
H -5.878 -0.081 -3.757
H -6.319 -0.622 -5.417
H -7.388 0.248 -4.595
C 0.879 -6.502 -3.164
C 2.283 -6.073 -2.857
C 2.432 -5.774 -1.338
C 2.522 -7.021 -0.403
C 3.663 -7.847 -0.875
C 3.542 -8.342 -2.390
N 3.224 -7.135 -3.279
O 3.312 -7.317 -4.669
C 4.979 -8.852 -2.659
C 2.566 -9.506 -2.556
C 2.493 -4.696 -3.588
H 0.580 -6.655 -4.201
H 0.240 -5.679 -2.844
H 0.525 -7.307 -2.519
H 3.306 -5.153 -1.140
H 1.618 -5.116 -1.033
H 1.588 -7.580 -0.461
H 2.781 -6.780 0.628
H 4.024 -8.657 -0.241
H 4.475 -7.120 -0.900
H 5.652 -8.006 -2.799
H 5.404 -9.530 -1.920
H 5.131 -9.362 -3.610
H 1.546 -9.123 -2.518
H 2.622 -9.824 -3.597
H 2.658 -10.330 -1.849
H 1.902 -3.992 -3.001
H 2.241 -4.714 -4.648
H 3.544 -4.430 -3.478
C 6.876 8.406 -0.986
C 6.063 7.859 0.207
C 7.139 7.128 1.019
C 6.875 6.785 2.489
C 6.467 8.101 3.206
C 5.205 8.763 2.509
N 5.458 9.010 0.994
O 4.427 9.788 0.312
C 3.999 7.968 2.939
C 5.124 10.134 3.198
C 5.057 6.845 -0.332
H 7.562 9.157 -0.595
H 6.210 8.967 -1.642
H 7.337 7.634 -1.602
H 7.393 6.172 0.563
H 8.139 7.544 0.899
H 7.798 6.468 2.975
H 6.097 6.054 2.706
H 7.314 8.784 3.150
H 6.249 7.933 4.261
H 3.766 7.936 4.004
H 3.183 8.377 2.344
H 4.059 6.921 2.643
H 4.216 10.673 2.929
H 5.072 9.924 4.266
H 5.994 10.759 2.994
H 4.437 7.298 -1.106
H 4.359 6.551 0.452
H 5.505 6.040 -0.915
N 7.532 -0.743 4.125
C 7.436 -1.602 5.194
C 7.170 -2.887 4.658
C 6.871 -2.706 3.285
C 7.142 -1.400 3.014
H 7.821 0.217 4.246
H 7.508 -1.315 6.232
H 7.138 -3.804 5.227
H 6.515 -3.447 2.585
H 7.198 -0.820 2.105
N -5.260 1.153 5.148
C -4.221 0.438 5.645
C -4.790 -0.463 6.497
C -6.118 -0.233 6.637
C -6.408 0.802 5.789
H -5.207 1.906 4.477
H -3.211 0.535 5.274
H -4.230 -1.160 7.103
H -6.846 -0.764 7.232
H -7.388 1.238 5.666
N -6.545 -6.416 0.627
C -6.823 -5.719 1.753
C -5.958 -4.657 1.817
C -5.166 -4.700 0.643
C -5.571 -5.790 -0.076
H -7.126 -7.180 0.311
H -7.621 -6.081 2.385
H -5.920 -3.889 2.576
H -4.403 -3.977 0.394
H -5.265 -6.221 -1.018
N -7.312 5.933 2.751
C -6.736 5.129 1.827
C -5.423 5.534 1.700
C -5.234 6.650 2.541
C -6.407 6.858 3.178
H -8.300 5.889 2.953
H -7.267 4.324 1.342
H -4.672 5.063 1.084
H -4.356 7.266 2.666
H -6.614 7.531 3.996
N -2.255 -5.349 5.684
C -1.912 -5.773 6.959
C -0.670 -5.292 7.253
C -0.141 -4.701 6.153
C -1.066 -4.763 5.163
H -3.099 -5.599 5.188
H -2.608 -6.369 7.530
H -0.166 -5.440 8.197
H 0.874 -4.344 6.052
H -0.935 -4.552 4.112
*
```

=====

# 3
Here is a cluster of 12 separate species, C48H84N12 in total at a distorted geometry from OMol25. Energies are from ωB97M-V with the def2-TZVPD basis set.

Properties
* E: -69006.4219 eV
* ⟨S²⟩: 0.76
* HOMO level (alpha / beta): -0.46563 / -0.46563 Eh
* frontier orbital gap (alpha / beta): 10.6842 / 2.1598 eV
* energy above the lowest of the compared OMol25 structures with the same formula, charge and spin: 0.0 kcal per mole

ORCA input file:
```
! RIJCOSX wB97M-V def2-TZVPD def2/J DEFGRID3
* xyz 1 2
C 3.269 6.195 5.314
C 3.267 5.376 4.006
C 2.067 4.382 4.015
C 2.156 3.308 4.983
N 2.149 2.469 5.793
H 3.518 5.545 6.152
H 2.317 6.712 5.430
H 3.974 7.026 5.327
H 4.250 4.937 3.831
H 3.106 6.077 3.188
H 1.984 3.976 3.007
H 1.088 4.807 4.236
C 2.534 -2.401 -5.010
C 1.665 -3.674 -4.991
C 0.647 -3.709 -3.807
C 1.328 -3.414 -2.519
N 1.819 -3.194 -1.516
H 2.938 -2.243 -6.010
H 3.392 -2.485 -4.342
H 1.860 -1.559 -4.849
H 2.344 -4.523 -4.909
H 1.123 -3.682 -5.937
H 0.294 -4.736 -3.712
H -0.214 -3.077 -4.026
C 5.852 1.325 2.974
C 4.845 0.981 4.073
C 5.287 1.393 5.480
C 5.725 2.791 5.633
N 6.053 3.935 5.810
H 6.748 0.740 3.185
H 6.090 2.388 2.999
H 5.510 1.059 1.974
H 4.529 -0.062 4.048
H 3.909 1.493 3.851
H 6.072 0.741 5.865
H 4.451 1.266 6.168
C -4.871 5.418 0.002
C -4.198 4.271 0.794
C -3.243 3.445 -0.017
C -3.909 2.669 -1.026
N -4.461 2.009 -1.787
H -5.378 5.052 -0.891
H -4.102 6.123 -0.312
H -5.631 5.945 0.579
H -4.981 3.639 1.213
H -3.661 4.703 1.638
H -2.737 2.689 0.584
H -2.488 4.121 -0.418
C -6.198 -3.563 -2.979
C -5.358 -4.676 -2.266
C -3.996 -4.914 -2.889
C -3.084 -3.779 -2.661
N -2.330 -2.899 -2.484
H -7.194 -3.487 -2.543
H -6.342 -3.779 -4.038
H -5.689 -2.599 -2.971
H -5.899 -5.619 -2.336
H -5.315 -4.586 -1.180
H -4.190 -5.022 -3.956
H -3.430 -5.801 -2.606
C -1.375 -2.320 2.199
C -0.843 -2.897 0.873
C -1.270 -4.399 0.660
C -2.673 -4.722 0.838
N -3.799 -4.954 0.954
H -2.464 -2.313 2.156
H -1.100 -1.318 2.529
H -1.214 -3.022 3.017
H 0.245 -2.876 0.816
H -1.265 -2.288 0.073
H -0.641 -5.035 1.283
H -0.957 -4.732 -0.330
C 1.716 -3.078 4.239
C 1.989 -1.641 3.836
C 1.599 -0.628 4.877
C 2.199 -0.925 6.172
N 2.677 -1.189 7.200
H 2.580 -3.554 4.704
H 1.508 -3.681 3.355
H 0.909 -3.240 4.953
H 1.561 -1.420 2.858
H 3.043 -1.583 3.564
H 0.511 -0.577 4.924
H 1.970 0.356 4.588
C -6.951 -0.149 -0.408
C -6.308 -1.438 0.094
C -4.804 -1.443 0.080
C -4.141 -0.410 0.909
N -3.589 0.438 1.478
H -6.622 0.124 -1.410
H -6.717 0.782 0.108
H -8.032 -0.247 -0.499
H -6.637 -2.299 -0.488
H -6.756 -1.641 1.067
H -4.390 -1.316 -0.920
H -4.438 -2.394 0.469
C 3.899 -0.332 -2.071
C 4.162 -0.207 -0.563
C 4.103 -1.476 0.268
C 5.155 -2.514 -0.036
N 5.971 -3.282 -0.319
H 2.872 -0.191 -2.407
H 4.120 -1.354 -2.377
H 4.497 0.431 -2.570
H 3.513 0.571 -0.161
H 5.192 0.143 -0.494
H 3.181 -2.057 0.275
H 4.227 -1.243 1.326
C -0.774 0.236 -2.078
C 0.215 0.083 -0.923
C -0.235 0.920 0.296
C 0.793 1.109 1.299
N 1.608 1.254 2.083
H -0.475 -0.277 -2.993
H -0.847 1.239 -2.499
H -1.769 -0.104 -1.793
H 1.208 0.420 -1.222
H 0.242 -0.981 -0.687
H -1.101 0.669 0.908
H -0.376 1.908 -0.143
C 4.399 3.289 -1.246
C 3.658 4.118 -0.190
C 2.447 4.869 -0.734
C 1.540 4.096 -1.522
N 0.798 3.473 -2.181
H 4.564 3.865 -2.156
H 3.842 2.381 -1.480
H 5.366 2.965 -0.862
H 4.362 4.842 0.219
H 3.313 3.562 0.682
H 2.809 5.577 -1.480
H 1.917 5.498 -0.019
C -2.468 -2.149 -6.245
C -3.510 -1.185 -5.644
C -2.966 -0.153 -4.666
C -1.984 0.832 -5.238
N -1.179 1.538 -5.678
H -1.680 -1.650 -6.808
H -3.007 -2.829 -6.904
H -1.984 -2.795 -5.512
H -4.233 -1.740 -5.046
H -3.966 -0.615 -6.453
H -2.470 -0.636 -3.825
H -3.735 0.390 -4.115
*
```